Record 1
ORCA calculation (ωB97M-V/def2-TZVPD) on 4 unconnected molecules or ions with the total composition C24H55Cl2NO9P at a distorted geometry.

Element x y z (Å)
C 2.77 -8.17 0.60
C 1.64 -8.42 0.27
C 0.27 -8.62 -0.15
P -0.90 -8.58 1.42
N -2.10 -9.68 0.61
C -1.85 -6.95 0.84
Cl -2.45 -6.91 -0.87
C -1.19 -5.60 1.10
C 0.12 -5.34 0.37
Cl -0.99 -5.31 2.85
H 3.66 -7.99 1.17
H 0.24 -9.62 -0.59
H 0.07 -7.88 -0.92
H -1.76 -8.62 2.60
H -0.18 -9.76 1.92
H 0.07 -7.76 2.11
H -1.93 -9.78 -0.38
H -3.05 -9.35 0.75
H -2.77 -6.94 1.43
H -1.90 -4.83 0.79
H 0.27 -4.26 0.31
H 0.95 -5.73 0.95
H 0.11 -5.72 -0.65
C 1.61 2.85 -1.07
O 0.74 1.90 -1.64
C 1.38 0.68 -1.97
C 0.49 -0.52 -1.73
O 0.31 -0.86 -0.37
C -0.48 -0.03 0.45
C -1.97 -0.06 0.15
O -2.27 0.64 -1.04
C -3.28 0.03 -1.81
H 2.28 3.28 -1.83
H 1.00 3.65 -0.65
H 2.21 2.42 -0.26
H 2.31 0.56 -1.40
H 1.64 0.71 -3.04
H 1.00 -1.38 -2.16
H -0.46 -0.41 -2.25
H -0.11 0.99 0.47
H -0.36 -0.43 1.46
H -2.50 0.42 0.98
H -2.30 -1.10 0.09
H -3.08 -1.04 -1.95
H -3.30 0.51 -2.79
H -4.26 0.15 -1.34
C 9.32 3.79 1.83
O 8.24 2.92 1.59
C 6.98 3.43 1.98
C 5.87 3.02 1.04
O 5.88 3.68 -0.22
C 6.88 3.33 -1.16
C 6.73 1.97 -1.79
O 7.08 0.93 -0.90
C 6.28 -0.23 -1.02
H 9.55 3.84 2.90
H 10.18 3.39 1.31
H 9.11 4.80 1.46
H 7.01 4.53 2.03
H 6.74 3.05 2.98
H 4.93 3.32 1.50
H 5.83 1.94 0.92
H 7.88 3.47 -0.75
H 6.76 4.06 -1.97
H 7.40 1.91 -2.67
H 5.70 1.85 -2.14
H 5.21 0.03 -1.00
H 6.50 -0.87 -0.17
H 6.50 -0.77 -1.95
C -7.83 7.08 -0.04
O -7.15 6.04 0.62
C -7.99 4.96 0.99
C -7.29 3.62 0.86
O -7.11 3.17 -0.47
C -6.12 3.78 -1.28
C -4.69 3.41 -0.93
O -4.27 4.06 0.26
C -3.46 3.26 1.09
H -8.45 7.66 0.65
H -7.08 7.74 -0.47
H -8.46 6.70 -0.85
H -8.90 4.94 0.38
H -8.28 5.09 2.04
H -7.94 2.88 1.32
H -6.35 3.62 1.42
H -6.25 4.86 -1.33
H -6.31 3.39 -2.28
H -4.03 3.73 -1.74
H -4.61 2.33 -0.82
H -3.91 2.27 1.24
H -3.36 3.75 2.05
H -2.46 3.13 0.64

Summary:
Net charge: -1
Kohn-Sham gap (eV): 5.938
Molar mass (g mol⁻¹): 603.6
Multiplicity: 1
Energy above the lowest of the compared OMol25 structures with the same formula, charge and spin (eV): 0.0000

Atom charges from the Löwdin analysis, given in e for atoms 1 to 4:
1 C 0.05
2 C -0.29
3 C -0.37
4 P 0.38



Record 2
ORCA calculation (ωB97M-V/def2-TZVPD) on a molecular structure, C44H121N11O15SV at a distorted geometry.

Element x y z (Å)
V -31.56 4.51 1.56
S -32.06 2.80 3.66
O -31.76 2.62 2.24
O -32.07 4.25 3.44
O -33.38 2.33 3.95
O -30.91 2.39 4.44
C -35.86 5.67 0.46
C -34.49 6.29 0.58
C -34.55 7.80 1.00
O -33.20 8.20 1.06
C -33.15 9.65 1.28
N -33.67 5.40 1.50
H -36.51 5.95 1.29
H -35.76 4.60 0.64
H -36.32 5.71 -0.53
H -34.15 6.33 -0.46
H -35.11 7.97 1.91
H -35.00 8.35 0.17
H -33.30 10.30 0.42
H -32.17 9.81 1.72
H -33.90 10.00 1.99
H -33.81 5.98 2.32
H -34.36 4.70 1.77
C -30.89 6.19 -2.31
C -31.64 5.59 -1.08
C -32.48 4.33 -1.40
O -32.76 3.64 -0.19
C -33.68 2.54 -0.27
N -30.57 5.36 -0.11
H -30.20 6.97 -2.00
H -31.63 6.41 -3.08
H -30.25 5.43 -2.76
H -32.34 6.35 -0.72
H -31.91 3.66 -2.04
H -33.39 4.60 -1.94
H -33.53 1.80 -1.06
H -34.65 2.99 -0.45
H -33.76 1.96 0.65
H -29.88 4.80 -0.58
H -30.05 6.23 -0.15
C -30.95 5.10 7.02
C -29.52 4.69 7.14
C -29.25 3.65 8.26
O -27.84 3.36 8.17
C -27.39 2.57 9.28
N -29.17 4.26 5.78
H -31.16 5.80 6.21
H -31.21 5.60 7.95
H -31.58 4.21 6.91
H -28.85 5.53 7.31
H -29.66 2.65 8.08
H -29.62 3.90 9.25
H -27.63 2.96 10.27
H -26.31 2.68 9.35
H -27.51 1.49 9.34
H -28.30 3.75 5.88
H -29.78 3.49 5.55
C -37.76 3.82 2.81
C -36.42 4.12 3.44
C -36.41 3.79 4.96
O -37.40 4.55 5.72
C -37.29 4.22 7.09
N -35.37 3.39 2.69
H -37.76 4.33 1.85
H -38.56 4.14 3.48
H -37.90 2.75 2.64
H -36.24 5.19 3.35
H -35.39 3.80 5.35
H -36.50 2.70 5.02
H -38.13 4.80 7.48
H -36.33 4.50 7.52
H -37.48 3.17 7.31
H -35.80 2.52 2.42
H -34.67 2.97 3.28
C -34.49 -1.09 1.19
C -35.45 -1.15 2.44
C -34.91 -2.09 3.54
O -34.78 -3.37 3.07
C -34.45 -4.34 4.02
N -35.69 0.24 2.85
H -34.24 -2.10 0.87
H -33.56 -0.64 1.52
H -34.88 -0.57 0.32
H -36.42 -1.50 2.10
H -35.53 -2.03 4.44
H -33.92 -1.75 3.85
H -35.10 -4.25 4.89
H -33.37 -4.32 4.22
H -34.48 -5.33 3.57
H -36.15 0.24 3.75
H -34.83 0.74 3.02
C -27.22 3.45 2.57
C -28.41 3.66 1.65
C -28.92 2.30 1.06
O -29.89 2.57 0.10
C -30.26 1.31 -0.58
N -29.50 4.19 2.39
H -26.37 2.82 2.32
H -27.55 2.88 3.44
H -26.87 4.40 2.97
H -28.09 4.28 0.81
H -29.33 1.72 1.89
H -28.04 1.72 0.76
H -29.56 0.94 -1.34
H -31.15 1.61 -1.13
H -30.46 0.44 0.05
H -29.10 4.78 3.10
H -29.55 3.46 3.08
C -23.05 2.71 6.81
C -24.43 2.99 6.29
C -25.42 1.81 6.33
O -26.68 2.16 5.70
C -27.66 1.12 5.55
N -25.06 4.06 7.09
H -22.66 1.82 6.33
H -23.01 2.57 7.89
H -22.43 3.60 6.66
H -24.30 3.39 5.29
H -25.54 1.53 7.37
H -24.99 1.02 5.70
H -27.85 0.51 6.44
H -27.43 0.48 4.69
H -28.66 1.44 5.25
H -24.67 4.08 8.03
H -26.01 3.74 7.22
C -34.89 -0.07 7.94
C -34.68 1.10 7.00
C -33.69 2.08 7.47
O -34.43 2.81 8.47
C -33.81 4.04 8.82
N -34.24 0.60 5.72
H -34.05 -0.75 8.08
H -35.62 -0.74 7.49
H -35.26 0.20 8.93
H -35.63 1.61 6.89
H -33.37 2.77 6.68
H -32.81 1.64 7.92
H -33.30 4.59 8.03
H -33.03 3.78 9.54
H -34.57 4.62 9.35
H -34.02 1.42 5.18
H -33.29 0.28 5.78
C -29.68 7.26 4.19
C -30.15 7.56 2.71
C -29.02 7.56 1.62
O -29.51 7.90 0.28
C -29.57 9.30 0.00
N -31.31 6.63 2.43
H -29.27 6.25 4.17
H -30.57 7.45 4.79
H -28.89 7.98 4.38
H -30.54 8.57 2.79
H -28.62 6.55 1.53
H -28.19 8.19 1.94
H -30.56 9.71 0.18
H -29.31 9.37 -1.06
H -28.86 9.90 0.55
H -31.75 7.24 1.76
H -31.83 6.83 3.27
C -31.26 -2.49 5.70
C -30.83 -1.13 5.14
C -30.97 -1.02 3.58
O -30.23 -2.02 2.97
C -30.53 -2.42 1.64
N -31.45 -0.05 5.87
H -31.22 -2.54 6.79
H -30.58 -3.27 5.36
H -32.28 -2.67 5.36
H -29.75 -1.07 5.26
H -30.70 -0.01 3.25
H -32.00 -1.25 3.32
H -29.94 -3.31 1.42
H -30.32 -1.70 0.86
H -31.55 -2.78 1.50
H -31.23 0.77 5.31
H -30.97 0.05 6.75
C -33.96 6.40 5.89
C -34.41 7.28 4.77
C -35.25 8.43 5.19
O -35.58 9.20 4.00
C -36.29 10.36 4.28
N -33.26 7.75 4.09
H -33.14 6.88 6.42
H -33.55 5.48 5.47
H -34.75 6.05 6.55
H -34.96 6.68 4.05
H -34.89 9.08 5.99
H -36.16 8.01 5.63
H -35.58 11.15 4.54
H -37.13 10.36 4.97
H -36.78 10.67 3.36
H -32.69 8.32 4.70
H -33.68 8.51 3.57

Summary:
Net charge: +1
Kohn-Sham gap (alpha / beta) (eV): 7.820 / 8.067
⟨S²⟩: 2.011
Molar mass (g mol⁻¹): 1127.5
Multiplicity: 3

Atom charges from the Löwdin analysis, given in e for atoms 1 to 4:
1 V 1.04
2 S 0.33
3 O -0.37
4 O -0.40



Record 3
ORCA calculation (ωB97M-V/def2-TZVPD) on a molecular structure, C36H41N5SeTl at a distorted geometry.

Element x y z (Å)
Tl -0.49 -0.08 -0.32
N 0.83 -2.82 1.90
N 0.82 -2.11 -1.75
C 1.34 2.17 -0.90
C 2.42 1.29 -0.59
C 2.28 0.86 0.76
C 3.12 -0.11 1.51
H 3.86 -0.58 0.87
H 2.55 -0.92 1.97
H 3.67 0.39 2.31
C 1.12 1.49 1.30
C 0.55 1.23 2.64
H 0.93 1.88 3.43
H 0.74 0.21 2.93
H -0.53 1.34 2.63
C 0.50 2.26 0.25
C -0.82 2.97 0.35
H -1.54 2.46 0.97
H -1.29 3.10 -0.62
H -0.68 3.96 0.77
C 3.50 0.86 -1.51
H 4.39 1.47 -1.38
H 3.20 0.95 -2.55
H 3.79 -0.17 -1.35
C 1.06 2.80 -2.21
H 0.00 2.93 -2.40
H 1.45 2.22 -3.04
H 1.52 3.79 -2.26
C 0.18 -3.49 2.85
H 0.62 -3.58 3.87
C -1.06 -4.13 2.63
H -1.54 -4.64 3.48
C -1.62 -4.08 1.36
H -2.58 -4.58 1.14
C -0.90 -3.43 0.34
H -1.31 -3.31 -0.66
C 0.42 -2.93 0.59
C 1.20 -2.33 -0.41
H 2.17 -1.95 -0.12
C 0.41 -0.86 -2.19
C 0.81 -3.05 -2.81
H 0.99 -4.08 -2.58
C 0.50 -2.37 -3.93
H 0.40 -2.73 -4.94
N 0.26 -1.03 -3.54
C 0.05 0.04 -4.46
C 1.08 0.46 -5.33
C 0.87 1.57 -6.18
H 1.65 1.86 -6.90
C -0.34 2.28 -6.14
C -0.58 3.42 -7.09
H -1.12 4.23 -6.59
H -1.18 3.10 -7.96
H 0.37 3.81 -7.47
C -1.32 1.90 -5.22
H -2.26 2.46 -5.19
C -1.12 0.81 -4.35
C -2.17 0.46 -3.35
H -2.31 -0.62 -3.24
H -3.12 0.89 -3.68
H -1.97 0.91 -2.35
C 2.38 -0.27 -5.37
H 2.30 -1.19 -5.96
H 2.76 -0.53 -4.37
H 3.14 0.37 -5.84
C 0.47 -1.21 4.86
N -0.92 -0.86 4.67
C -1.72 -0.71 3.55
Se -1.83 -0.97 1.74
N -2.91 -0.27 4.04
C -2.88 -0.10 5.41
C -3.84 0.39 6.30
C -3.46 0.45 7.64
C -2.16 0.05 8.06
C -1.21 -0.41 7.14
C -1.62 -0.49 5.82
H 0.48 -2.06 5.54
H 0.98 -0.39 5.37
H 0.96 -1.48 3.92
H -3.67 -0.03 3.41
H -4.82 0.69 5.92
H -4.15 0.79 8.42
H -1.88 0.10 9.11
H -0.19 -0.73 7.36

Summary:
Net charge: -1
Kohn-Sham gap (eV): 4.667
Molar mass (g mol⁻¹): 827.1
Multiplicity: 1
Energy above the lowest of the compared OMol25 structures with the same formula, charge and spin (eV): 1.5337

Atom charges from the Löwdin analysis, given in e for atoms 1 to 4:
1 Tl 0.74
2 N 0.06
3 N -0.12
4 C -0.28



Record 4
ORCA calculation (ωB97M-V/def2-TZVPD) on a gas-phase ion, C4H14NOP2Si (charge +1) at a distorted geometry.

Element x y z (Å)
N 2.83 -1.23 -0.37
C 1.96 -0.53 0.70
C 0.93 0.33 -0.12
C -0.37 0.54 0.66
Si -2.05 0.19 -0.24
P -3.36 -0.91 1.15
P -2.76 2.23 -1.03
C -1.51 -0.90 -1.92
O -0.41 -1.41 -2.05
H 3.52 -0.61 -0.79
H 2.25 -1.47 -1.09
H 3.31 -2.00 0.01
H 2.50 0.28 1.36
H 1.55 -1.37 1.26
H 1.44 1.31 -0.35
H 0.66 -0.43 -0.92
H -0.46 1.64 1.09
H -0.49 -0.12 1.51
H -2.85 -2.14 0.84
H -4.59 -0.54 0.45
H -3.98 2.04 -0.37
H -3.36 1.79 -2.26
H -2.30 -1.09 -2.70

Summary:
Net charge: +1
Kohn-Sham gap (eV): 8.555
SMILES: [NH3+]CCC[Si](P)(P)C=O
Molar mass (g mol⁻¹): 182.2
Multiplicity: 1
Energy above the lowest of the compared OMol25 structures with the same formula, charge and spin (eV): 1.3295

Atom charges from the natural (NBO) analysis, given in e for atoms 1 to 4:
1 N -0.66
2 C -0.22
3 C -0.47
4 C -0.87



Record 5
ORCA calculation (ωB97M-V/def2-TZVPD) on 2 unconnected molecules or ions with the total composition C5H9N2OS at a distorted geometry.

Element x y z (Å)
C 0.67 -0.78 -1.60
C 1.83 -2.36 -0.81
C 1.24 -0.29 -0.43
C -1.45 1.22 1.04
C -2.44 0.29 1.40
N 1.17 -1.98 -1.84
N 1.93 -1.36 0.09
O 1.05 2.15 -1.04
S 1.21 1.28 0.36
H 0.06 -0.20 -2.24
H 2.43 -3.23 -0.79
H -1.44 1.27 -0.04
H -1.10 1.93 1.75
H -3.29 1.00 1.16
H -2.73 -0.03 2.48
H -2.35 -0.50 0.63
H 2.36 -1.46 0.96
H 0.87 3.05 -1.08

Summary:
Net charge: +1
Kohn-Sham gap (eV): 6.296
Molar mass (g mol⁻¹): 145.2
Multiplicity: 1
Energy above the lowest of the compared OMol25 structures with the same formula, charge and spin (eV): 4.7367

Atom charges from the natural (NBO) analysis, given in e for atoms 1 to 4:
1 C -0.04
2 C 0.20
3 C -0.17
4 C 0.01



Record 6
ORCA calculation (ωB97M-V/def2-TZVPD) on C10H8N8S3 in the gas phase at a distorted geometry.

Element x y z (Å)
C -1.70 4.31 -2.40
C -0.68 3.24 -2.62
N 0.44 3.36 -3.33
N 1.09 2.15 -3.32
C 0.32 1.34 -2.64
S 0.42 -0.31 -2.10
C -1.06 0.06 -1.20
C -1.51 -0.84 -0.06
C -0.47 -0.73 0.99
N 0.08 0.45 1.56
N 1.13 0.17 2.43
C 1.19 -1.14 2.37
N 2.19 -1.83 2.97
C 2.27 -3.18 2.75
S 3.53 -4.09 3.35
N 1.35 -3.83 1.98
C 0.30 -3.21 1.41
S -0.90 -4.11 0.68
C 0.21 -1.76 1.51
N -1.57 1.31 -1.26
N -0.77 1.98 -2.14
H -1.40 5.20 -2.97
H -2.70 4.01 -2.83
H -1.89 4.56 -1.34
H -1.61 -1.84 -0.46
H -2.47 -0.51 0.31
H -0.22 1.40 1.28
H 2.96 -1.29 3.22
H 1.46 -4.85 1.86

Summary:
Kohn-Sham gap (eV): 7.933
SMILES: Cc1nnc2sc(Cc3[nH]nc4[nH]c(=S)[nH]c(=S)c34)nn12
Molar mass (g mol⁻¹): 336.4
Multiplicity: 1
Energy above the lowest of the compared OMol25 structures with the same formula, charge and spin (eV): 0.0000

Atom charges from the natural (NBO) analysis, given in e for atoms 1 to 4:
1 C -0.66
2 C 0.31
3 N -0.26
4 N -0.29



What did the fifth record say?
ORCA calculation (ωB97M-V/def2-TZVPD) on 2 unconnected molecules or ions with the total composition C5H9N2OS at a distorted geometry.

Element x y z (Å)
C 0.67 -0.78 -1.60
C 1.83 -2.36 -0.81
C 1.24 -0.29 -0.43
C -1.45 1.22 1.04
C -2.44 0.29 1.40
N 1.17 -1.98 -1.84
N 1.93 -1.36 0.09
O 1.05 2.15 -1.04
S 1.21 1.28 0.36
H 0.06 -0.20 -2.24
H 2.43 -3.23 -0.79
H -1.44 1.27 -0.04
H -1.10 1.93 1.75
H -3.29 1.00 1.16
H -2.73 -0.03 2.48
H -2.35 -0.50 0.63
H 2.36 -1.46 0.96
H 0.87 3.05 -1.08

Summary:
Net charge: +1
Kohn-Sham gap (eV): 6.296
Molar mass (g mol⁻¹): 145.2
Multiplicity: 1
Energy above the lowest of the compared OMol25 structures with the same formula, charge and spin (eV): 4.7367

Atom charges from the natural (NBO) analysis, given in e for atoms 1 to 4:
1 C -0.04
2 C 0.20
3 C -0.17
4 C 0.01



Repeat the third record exactly.
ORCA calculation (ωB97M-V/def2-TZVPD) on a molecular structure, C36H41N5SeTl at a distorted geometry.

Element x y z (Å)
Tl -0.49 -0.08 -0.32
N 0.83 -2.82 1.90
N 0.82 -2.11 -1.75
C 1.34 2.17 -0.90
C 2.42 1.29 -0.59
C 2.28 0.86 0.76
C 3.12 -0.11 1.51
H 3.86 -0.58 0.87
H 2.55 -0.92 1.97
H 3.67 0.39 2.31
C 1.12 1.49 1.30
C 0.55 1.23 2.64
H 0.93 1.88 3.43
H 0.74 0.21 2.93
H -0.53 1.34 2.63
C 0.50 2.26 0.25
C -0.82 2.97 0.35
H -1.54 2.46 0.97
H -1.29 3.10 -0.62
H -0.68 3.96 0.77
C 3.50 0.86 -1.51
H 4.39 1.47 -1.38
H 3.20 0.95 -2.55
H 3.79 -0.17 -1.35
C 1.06 2.80 -2.21
H 0.00 2.93 -2.40
H 1.45 2.22 -3.04
H 1.52 3.79 -2.26
C 0.18 -3.49 2.85
H 0.62 -3.58 3.87
C -1.06 -4.13 2.63
H -1.54 -4.64 3.48
C -1.62 -4.08 1.36
H -2.58 -4.58 1.14
C -0.90 -3.43 0.34
H -1.31 -3.31 -0.66
C 0.42 -2.93 0.59
C 1.20 -2.33 -0.41
H 2.17 -1.95 -0.12
C 0.41 -0.86 -2.19
C 0.81 -3.05 -2.81
H 0.99 -4.08 -2.58
C 0.50 -2.37 -3.93
H 0.40 -2.73 -4.94
N 0.26 -1.03 -3.54
C 0.05 0.04 -4.46
C 1.08 0.46 -5.33
C 0.87 1.57 -6.18
H 1.65 1.86 -6.90
C -0.34 2.28 -6.14
C -0.58 3.42 -7.09
H -1.12 4.23 -6.59
H -1.18 3.10 -7.96
H 0.37 3.81 -7.47
C -1.32 1.90 -5.22
H -2.26 2.46 -5.19
C -1.12 0.81 -4.35
C -2.17 0.46 -3.35
H -2.31 -0.62 -3.24
H -3.12 0.89 -3.68
H -1.97 0.91 -2.35
C 2.38 -0.27 -5.37
H 2.30 -1.19 -5.96
H 2.76 -0.53 -4.37
H 3.14 0.37 -5.84
C 0.47 -1.21 4.86
N -0.92 -0.86 4.67
C -1.72 -0.71 3.55
Se -1.83 -0.97 1.74
N -2.91 -0.27 4.04
C -2.88 -0.10 5.41
C -3.84 0.39 6.30
C -3.46 0.45 7.64
C -2.16 0.05 8.06
C -1.21 -0.41 7.14
C -1.62 -0.49 5.82
H 0.48 -2.06 5.54
H 0.98 -0.39 5.37
H 0.96 -1.48 3.92
H -3.67 -0.03 3.41
H -4.82 0.69 5.92
H -4.15 0.79 8.42
H -1.88 0.10 9.11
H -0.19 -0.73 7.36

Summary:
Net charge: -1
Kohn-Sham gap (eV): 4.667
Molar mass (g mol⁻¹): 827.1
Multiplicity: 1
Energy above the lowest of the compared OMol25 structures with the same formula, charge and spin (eV): 1.5337

Atom charges from the Löwdin analysis, given in e for atoms 1 to 4:
1 Tl 0.74
2 N 0.06
3 N -0.12
4 C -0.28



Q: Number 4 is which compound?
A: C4H14NOP2Si



Q: molar mass of number 3 (C36H41N5SeTl)?
A: 827.1 g mol⁻¹